Entry from the Open Molecules 2025 dataset: a structure of composition C11H4ClF5HgNS (ωB97M-V with the def2-TZVPD basis set).

```
24
C11H4ClF5HgNS (ωB97M-V with the def2-TZVPD basis set)
Hg -0.314 0.115 1.266
F -0.189 -5.631 6.036
C -0.114 -4.968 4.894
C 1.113 -4.520 4.437
F 2.209 -4.762 5.155
C 1.184 -3.827 3.251
F 2.373 -3.405 2.853
C 0.044 -3.569 2.473
S 0.148 -2.744 0.972
C -1.181 -4.031 2.979
F -2.304 -3.807 2.314
C -1.265 -4.723 4.165
F -2.437 -5.156 4.623
Cl -0.065 5.710 -1.286
C -0.014 4.084 -1.876
C 0.037 3.827 -3.233
C 0.076 2.505 -3.644
C 0.063 1.506 -2.684
N 0.014 1.758 -1.377
C -0.024 3.025 -0.981
H 0.045 4.644 -3.944
H 0.117 2.257 -4.696
H 0.093 0.461 -2.971
H -0.063 3.215 0.087
```

Computed properties:
electronic energy: -54080.0754 eV
F_max: 0.38 eV/A
HOMO-LUMO gap (alpha / beta): 8.617 / 6.350 eV
ΔE to the lowest compared entry with this formula, charge and spin: 0.0 kcal per mole
HOMO level (alpha / beta): -8.18 / -8.88 eV
spin multiplicity: 2